Molecular formula: C5H9F5FeNO5Te
Method: DFT, wB97M-V/def2-TZVPD

Structure (XYZ):
```
27
Properties=species:S:1:pos:R:3:forces:R:3
Fe 0.3812 0.7041 -0.4289 0.2 -0.6 0.2
N -1.4065 1.3409 0.0933 0.2 0.1 -0.1
C -1.4904 2.1822 1.3150 0.0 0.0 -0.2
C -0.5032 1.7056 2.3605 0.0 0.0 0.2
C 0.9325 2.0618 1.9868 -0.3 -0.3 -0.2
O 1.6781 2.5868 2.7656 0.1 0.1 0.1
O 1.2867 1.7596 0.7407 -0.1 -0.2 -0.1
H -1.8501 1.7935 -0.7012 0.0 0.0 0.0
H -1.8883 0.4545 0.2268 0.0 0.0 0.0
H -2.5148 2.1550 1.6864 0.0 0.0 0.1
H -1.2562 3.2050 1.0208 -0.1 0.0 0.0
H -0.6075 0.6253 2.4966 0.1 0.0 0.0
H -0.7148 2.1761 3.3193 0.0 0.0 0.0
C -0.0918 -3.3183 0.6655 0.0 0.0 0.1
C 0.1954 -2.0933 -0.1468 0.1 -0.2 -0.2
O 0.6300 -2.2961 -1.3219 0.0 0.0 0.1
O -0.0270 -0.9782 0.4191 -0.2 0.2 0.1
H 0.1646 -4.2115 0.1063 0.0 0.0 0.0
H -1.1499 -3.3289 0.9258 0.0 0.0 0.0
H 0.4812 -3.2684 1.5904 0.0 0.0 0.0
F 1.4533 1.2561 -2.3565 0.1 0.0 -0.1
Te 0.9990 -0.6969 -2.7113 0.2 0.7 -0.2
F 1.9915 -0.3801 -0.9361 -0.1 0.2 -0.1
F 1.1086 0.0838 -4.3914 0.0 -0.1 -0.1
F 0.1152 -1.9923 -3.7108 0.0 -0.2 0.1
F 2.6118 -1.4882 -3.0673 0.1 0.0 0.0
O -0.5285 -0.0382 -1.9466 -0.3 0.2 0.3
```
Positions in Å, forces in eV/Å.

Computed properties:
ΔE to the lowest compared entry with this formula, charge and spin = 36.21 kcal/mol
spin multiplicity = 2

=====

Molecular formula: ClH4NSi
Method: DFT, wB97M-V/def2-TZVPD

Structure (XYZ):
```
7
Properties=species:S:1:pos:R:3:forces:R:3
N -0.4189 -0.7761 0.1336 -0.5 -0.8 -1.3
Si 0.7941 -0.3214 -0.8658 -0.3 0.7 2.5
Cl -1.1259 1.5122 1.9070 -0.6 2.0 1.4
H -0.9074 0.5289 1.1703 0.6 -1.6 -1.0
H -1.4003 -1.2407 0.1427 2.7 1.1 -0.7
H 0.9831 -0.0651 -2.2953 -0.4 -0.4 -0.4
H 2.0753 0.3622 -0.1925 -1.6 -1.0 -0.5
```
Positions in Å, forces in eV/Å.

Computed properties:
ΔE to the lowest compared entry with this formula, charge and spin = 82.38 kcal/mol
SMILES string = N=[SiH2].Cl

=====

Molecular formula: CH2IOP
Method: DFT, wB97M-V/def2-TZVPD

Structure (XYZ):
```
6
Properties=species:S:1:pos:R:3:forces:R:3
C -0.8103 -0.3652 -0.4184 -0.5 1.0 1.5
O -0.8559 -0.5884 -1.5929 -0.7 0.1 0.5
P 0.7315 -0.6186 0.5596 1.1 0.0 -0.2
I 1.0534 1.5615 1.5725 -0.4 0.3 0.5
H -1.6126 0.0471 0.3431 0.3 -0.6 -1.9
H 1.4939 -0.0364 -0.4639 0.3 -0.8 -0.4
```
Positions in Å, forces in eV/Å.

Computed properties:
ΔE to the lowest compared entry with this formula, charge and spin = 8.35 kcal/mol
SMILES string = O=CPI

=====

Molecular formula: C4H9INO
Method: DFT, wB97M-V/def2-TZVPD

Structure (XYZ):
```
16
Properties=species:S:1:pos:R:3:forces:R:3
C -0.7138 -0.7021 1.4643 -0.5 0.8 -0.5
C -1.5902 0.0461 0.4536 0.2 3.2 1.8
C 0.3113 0.4574 -1.0047 -1.4 1.7 1.4
C 1.4683 1.3340 -1.2275 0.5 1.9 0.6
N 0.3791 -1.2256 0.6373 -0.5 -1.2 0.8
O -0.5097 0.9691 -0.1388 -1.6 -1.3 -0.8
I -0.1290 -0.8556 -2.5437 -0.2 -0.1 0.0
H -0.2971 -0.0505 2.2549 -0.5 -0.2 -0.5
H -1.4028 -1.4076 1.9188 0.4 -0.6 0.2
H -1.9451 -0.6110 -0.2882 -0.4 -0.6 -1.1
H -2.4807 0.7051 0.8868 2.3 -1.2 -1.0
H 1.6266 2.2858 -0.6006 -1.0 -1.6 -0.7
H 1.5779 1.5756 -2.2723 -0.4 0.2 -0.5
H 2.3399 0.7870 -1.0711 1.7 -1.3 0.4
H 1.2237 -1.0954 1.1913 0.1 -1.0 -0.5
H 0.1418 -2.2122 0.3399 1.1 1.4 0.6
```
Positions in Å, forces in eV/Å.

Computed properties:
ΔE to the lowest compared entry with this formula, charge and spin = 33.81 kcal/mol
net charge = +1

=====

Molecular formula: C10H21N4O6S2
Method: DFT, wB97M-V/def2-TZVPD

Structure (XYZ):
```
43
Properties=species:S:1:pos:R:3:forces:R:3
C 4.5389 -6.0385 0.4248 -0.7 0.7 0.5
C 3.5941 -5.2559 0.4684 -1.0 0.0 1.5
C 2.2202 -4.6667 0.8614 0.3 -2.3 -1.7
N 1.0798 -5.4683 0.5379 1.1 6.1 3.1
C 0.0451 -4.6158 1.0707 3.2 -2.0 -1.1
N -1.2340 -5.0467 0.9447 -1.0 1.0 0.3
N 0.5788 -3.4467 1.6180 -1.9 -1.2 -0.4
N 1.9217 -3.4484 1.4827 1.0 -3.3 -1.7
H 5.4155 -6.7448 0.5081 -1.5 1.3 -0.4
H -1.6797 -5.6453 1.6468 0.4 0.5 -0.6
H -1.7309 -4.8153 0.0728 0.2 -0.2 0.9
H 0.0338 -2.6857 2.0545 0.5 -0.3 -0.4
H 2.6245 -2.7613 1.7835 -0.9 -0.1 0.0
O -2.5920 -2.4262 -0.4603 0.3 0.1 0.5
S -1.6860 -1.3112 -0.5072 -0.2 0.9 -1.4
O -1.2331 -0.6480 0.6890 -0.1 -0.7 0.2
O -2.2601 -0.2138 -1.5214 0.9 -0.9 0.4
C -3.5980 0.2699 -1.3264 -1.2 0.6 0.4
C -3.6653 1.2908 -0.2066 0.3 -0.1 0.2
C -0.2702 -1.7719 -1.4645 0.0 0.1 -0.1
H -4.2867 -0.5600 -1.1477 0.2 -0.1 0.0
H -3.8997 0.7427 -2.2621 0.4 -0.2 -0.1
H -3.4623 0.8271 0.7611 -0.1 0.0 0.0
H -4.6560 1.7463 -0.1616 0.1 -0.1 -0.1
H -2.9191 2.0756 -0.3520 -0.1 0.0 -0.1
H -0.6062 -2.2249 -2.3960 0.0 0.1 0.1
H 0.3077 -2.4913 -0.8849 -0.1 0.0 0.0
H 0.3292 -0.8832 -1.6580 -0.1 0.0 0.0
O -0.9203 4.0031 0.1721 0.3 0.2 0.2
S 0.3974 3.9310 0.7380 0.6 -0.2 -0.3
O 0.8196 4.8104 1.7869 -0.4 -0.1 -0.3
O 1.4810 3.9850 -0.4519 -0.4 -0.6 0.6
C 1.4183 5.0718 -1.3821 0.1 0.9 -0.5
C 2.0118 6.3406 -0.8006 -0.1 0.1 0.3
C 0.7091 2.2645 1.2407 0.1 -0.1 -0.1
H 0.3906 5.2340 -1.7183 0.0 -0.1 0.2
H 1.9994 4.7711 -2.2558 0.0 -0.3 0.2
H 1.3979 6.7227 0.0171 0.0 0.0 -0.1
H 2.0800 7.1180 -1.5640 0.0 -0.1 0.0
H 3.0082 6.1512 -0.3954 0.0 0.0 -0.1
H 0.4413 1.5940 0.4256 0.0 0.1 0.1
H 0.0926 2.0563 2.1146 0.0 0.1 -0.1
H 1.7630 2.1643 1.4973 -0.1 0.1 0.0
```
Positions in Å, forces in eV/Å.

Computed properties:
net charge = +1

=====

Molecular formula: C41H30F5N2NiO2P2S3
Method: DFT, wB97M-V/def2-TZVPD

Structure (XYZ):
```
86
Properties=species:S:1:pos:R:3:forces:R:3
Ni 0.8285 2.2846 0.7518 -0.6 0.3 0.4
S 0.3983 6.0144 -4.7367 0.0 0.1 -0.1
C -0.1902 4.8458 -3.7120 -0.1 -0.1 0.2
S -0.2724 5.1371 -1.9986 0.0 -0.2 -0.1
C -0.8759 3.5138 -1.7211 0.0 0.4 -0.3
N -1.0479 2.8598 -2.8152 0.0 -0.1 -0.2
N -0.6676 3.5897 -3.9360 0.0 0.0 0.1
C -0.8271 2.8927 -5.1732 0.0 -0.1 0.0
C -0.5436 3.4668 -6.4113 0.0 0.0 0.1
C -0.7204 2.7265 -7.5731 0.0 0.0 0.0
C -1.1770 1.4206 -7.5297 0.0 0.0 -0.1
C -1.4657 0.8527 -6.2975 0.0 0.0 0.1
C -1.2974 1.5746 -5.1280 0.0 0.0 0.0
S -1.2310 2.9183 -0.1475 0.2 -0.1 0.1
H -0.1863 4.4797 -6.4641 0.0 0.0 0.0
H -0.4925 3.1909 -8.5244 0.0 0.0 0.0
H -1.3102 0.8522 -8.4420 0.0 0.0 0.0
H -1.8291 -0.1657 -6.2384 0.0 0.0 0.0
H -1.5334 1.1314 -4.1744 0.0 0.0 0.0
F 0.1392 2.9707 3.5084 0.0 0.0 0.0
C 1.4445 2.6205 3.4543 0.1 -0.1 -0.2
C 2.0149 2.2583 2.2434 0.2 -0.2 0.2
C 3.3438 1.8784 2.3270 -0.2 0.1 -0.2
F 4.0218 1.5382 1.2080 0.0 0.0 0.0
C 4.0570 1.8246 3.5099 0.1 0.0 -0.1
F 5.3425 1.4342 3.5298 0.0 0.0 0.0
C 3.4380 2.1818 4.6881 0.1 0.0 0.1
F 4.1092 2.1365 5.8504 0.0 0.0 0.0
C 2.1213 2.5906 4.6581 -0.1 0.1 0.2
F 1.5105 2.9239 5.8104 0.0 0.0 0.0
C -1.4247 -0.8708 0.6348 -0.1 0.2 0.2
P 0.0591 0.0948 1.1703 0.6 0.2 -0.3
C 0.8793 -0.9586 2.4129 -0.2 -0.1 0.0
C 0.7927 -0.5475 3.7413 0.1 0.0 0.0
C 1.4032 -1.2805 4.7503 0.0 0.0 0.0
C 2.1011 -2.4374 4.4365 0.0 0.0 0.0
C 2.1631 -2.8749 3.1189 0.0 0.0 0.0
C 1.5496 -2.1446 2.1135 -0.1 0.0 0.0
C 1.0950 -0.0537 -0.3357 -0.2 -0.3 -0.4
C 0.4822 0.2903 -1.5492 0.1 -0.2 0.0
C 1.1971 0.2715 -2.7365 0.0 0.0 0.0
C 2.5383 -0.0834 -2.7364 0.0 0.0 0.0
C 3.1574 -0.4145 -1.5405 0.0 0.0 0.0
C 2.4433 -0.4072 -0.3516 0.0 0.2 0.1
P -2.4156 -1.5261 2.0472 0.0 0.0 -0.1
C -1.6256 -3.1601 2.3561 0.0 0.0 0.0
C -1.3041 -3.4939 3.6677 0.0 0.0 0.0
C -0.7215 -4.7207 3.9633 0.0 0.0 0.0
C -0.4547 -5.6239 2.9462 0.0 0.0 0.0
C -0.7768 -5.3013 1.6325 0.0 0.0 0.0
C -1.3629 -4.0794 1.3416 0.0 0.0 0.0
C -3.9093 -2.1388 1.1633 0.0 0.0 0.0
C -4.1237 -2.0566 -0.2097 0.0 0.0 0.0
C -5.2929 -2.5538 -0.7747 0.0 0.0 0.0
C -6.2602 -3.1458 0.0225 0.0 0.0 0.0
C -6.0580 -3.2329 1.3945 0.1 0.0 0.0
C -4.8972 -2.7257 1.9569 0.0 0.0 0.0
H -1.1282 -1.6330 -0.0865 0.0 -0.1 0.0
H -2.0609 -0.1420 0.1245 0.0 0.0 0.0
H 0.2542 0.3610 3.9817 0.0 0.0 0.0
H 1.3435 -0.9372 5.7759 0.0 0.0 0.0
H 2.5924 -3.0038 5.2186 0.0 0.0 0.0
H 2.6870 -3.7912 2.8747 0.0 0.0 0.0
H 1.5828 -2.5027 1.0913 0.0 0.0 0.0
H -0.5498 0.6117 -1.5691 0.0 0.0 0.0
H 0.7050 0.5655 -3.6553 0.0 0.0 0.0
H 3.1027 -0.0866 -3.6608 0.0 0.0 0.0
H 4.2106 -0.6689 -1.5244 0.0 0.0 0.0
H 2.9577 -0.6253 0.5736 0.0 0.0 0.0
H -1.4912 -2.7765 4.4585 0.0 0.0 0.0
H -0.4645 -4.9620 4.9877 0.0 0.0 0.0
H 0.0045 -6.5785 3.1725 0.0 0.0 0.0
H -0.5736 -6.0065 0.8354 0.0 0.0 0.0
H -1.6258 -3.8417 0.3161 0.0 0.0 0.0
H -3.3828 -1.6027 -0.8559 0.0 0.0 0.0
H -5.4436 -2.4759 -1.8446 0.0 0.0 0.0
H -7.1695 -3.5327 -0.4200 0.0 0.0 0.0
H -6.8099 -3.6881 2.0275 0.0 0.0 0.0
H -4.7494 -2.7857 3.0305 0.0 0.0 0.0
C 3.0838 3.8957 -2.1030 0.0 0.0 0.1
O 2.1598 3.1307 -1.3212 0.2 -0.2 -0.4
C 1.9735 3.5429 -0.0397 -0.2 0.0 0.4
O 2.5216 4.5310 0.3826 0.0 0.0 -0.1
H 3.1907 3.3645 -3.0459 0.0 0.0 0.0
H 4.0437 3.9707 -1.5937 0.0 0.0 0.0
H 2.7001 4.8998 -2.2837 0.0 0.0 0.0
```
Positions in Å, forces in eV/Å.

Computed properties:
net charge = -1

=====

Short version: total energy = -2657.95395 -806.76714 -753.55944 -585.17702 -1860.07583 -5725.35307 hartree, in the order given.